This record from OMol25 describes a 7-piece molecular cluster, C28H77N7O7 overall at a distorted geometry. The level of theory is ωB97M-V/def2-TZVPD.

LUMO ... 0.02071 Eh
Orbital gap ... 9.32 eV
Relative energy (zero: lowest compared OMol25 entry of this formula, charge and spin) ... 35.9 kcal per mole
SMILES ... COC[C@H](C)N.COC[C@H](C)N.COC[C@H](C)N.COC[C@H](C)N.COC[C@H](C)N.COC[C@H](C)N.COC[C@H](C)N
Maximum force ... 2.57 eV/A
HOMO ... -8.76 eV

The geometry in ORCA input format:
```
! RIJCOSX wB97M-V def2-TZVPD def2/J DEFGRID3
* xyz 0 1
C 2.9081 -5.0399 -2.9611
O 3.3199 -3.7590 -3.3588
C 2.3339 -2.7624 -3.1952
C 2.8391 -1.4882 -3.8842
C 4.0103 -0.8533 -3.1492
N 1.7783 -0.4800 -3.8405
H 3.7255 -5.7497 -3.0507
H 2.0501 -5.3975 -3.5424
H 2.5752 -5.0324 -1.9144
H 1.3466 -3.0660 -3.5666
H 2.1991 -2.5750 -2.1195
H 3.1899 -1.6723 -4.9000
H 3.7720 -0.4619 -2.1598
H 4.4446 -0.0168 -3.7059
H 4.8939 -1.5000 -3.1322
H 0.9281 -0.7661 -4.3142
H 1.5365 -0.3982 -2.8575
C -1.4667 -4.4395 -1.7217
O -1.3000 -3.9515 -0.4137
C -0.5689 -4.7493 0.5066
C -1.1842 -4.6571 1.8682
C -1.4115 -3.2253 2.3800
N -0.3184 -5.2776 2.9021
H -2.2014 -3.8427 -2.2600
H -1.8476 -5.4635 -1.8199
H -0.4981 -4.4220 -2.2299
H -0.5692 -5.7729 0.1177
H 0.4752 -4.4148 0.5340
H -2.1469 -5.1771 1.9463
H -2.2514 -2.7784 1.8325
H -0.5557 -2.6112 2.0935
H -1.6937 -3.1599 3.4261
H -0.8632 -5.4700 3.7298
H 0.1055 -6.1474 2.5963
C -7.7307 -2.2760 1.7404
O -7.1051 -1.5639 0.6956
C -5.7302 -1.8624 0.6316
C -5.0283 -1.1197 -0.5177
C -5.6425 -1.4392 -1.8612
N -3.6369 -1.5358 -0.5546
H -8.7341 -1.9086 1.9428
H -7.1462 -2.1419 2.6587
H -7.7737 -3.3446 1.5046
H -5.2331 -1.5522 1.5604
H -5.5520 -2.9374 0.4986
H -5.0864 -0.0385 -0.3748
H -6.7326 -1.3953 -1.8424
H -5.4481 -2.4736 -2.1594
H -5.2472 -0.7054 -2.5614
H -3.5047 -2.4658 -0.9358
H -3.2048 -1.5647 0.3653
C -2.7181 1.1934 -3.4706
O -2.1377 2.4392 -3.1909
C -1.0022 2.7035 -4.0079
C -0.4222 4.0939 -3.6899
C -1.5079 5.1361 -3.4358
N 0.3701 4.5038 -4.8682
H -3.0418 1.1743 -4.5181
H -3.5687 0.9615 -2.8347
H -2.0241 0.3537 -3.3444
H -0.2426 1.9327 -3.8647
H -1.4150 2.7523 -5.0244
H 0.2276 3.9195 -2.8318
H -2.0451 5.2891 -4.3754
H -1.1319 6.0739 -3.0335
H -2.2941 4.7403 -2.7851
H 0.9073 5.3159 -4.5766
H -0.2298 4.8642 -5.6012
C -0.9258 5.1963 3.8595
O -1.3501 3.8588 3.9257
C -0.3158 2.9003 4.0084
C -0.9786 1.5349 3.8910
C 0.0149 0.3963 3.9438
N -1.7073 1.3828 2.6271
H -0.1721 5.3980 4.6326
H -1.7645 5.8013 4.2173
H -0.6394 5.4927 2.8489
H 0.5069 3.0005 3.2863
H 0.1826 3.0436 4.9808
H -1.7157 1.4186 4.6900
H 0.6850 0.4341 4.8092
H 0.5803 0.2178 3.0287
H -0.5131 -0.5460 4.1232
H -2.1623 2.2792 2.4604
H -1.0497 1.2826 1.8450
C 3.4254 1.6261 2.8172
O 4.6744 2.1653 2.4019
C 5.7628 1.5722 3.0796
C 7.0563 2.2932 2.7334
C 7.4391 2.1636 1.2731
N 8.1323 1.6984 3.5668
H 3.1294 2.0138 3.7986
H 3.4343 0.5358 2.8020
H 2.7414 2.0918 2.1061
H 5.5956 1.7248 4.1560
H 5.8534 0.4954 2.9022
H 6.9867 3.3271 3.0866
H 8.4870 2.4343 1.1177
H 6.9167 2.8490 0.6038
H 7.2876 1.1404 0.9305
H 8.9315 2.3188 3.5522
H 7.8059 1.6407 4.5254
C -0.1532 3.5006 0.3178
O 0.0852 2.1275 0.4307
C -0.2823 1.2920 -0.6756
C -0.2920 -0.1518 -0.1881
C 1.1537 -0.6058 0.1117
N -0.8101 -1.0271 -1.2191
H 0.5031 4.1241 0.9193
H -1.1817 3.7188 0.6484
H -0.1861 3.8229 -0.7281
H -1.2582 1.7121 -0.9521
H 0.3405 1.4104 -1.5697
H -0.8941 -0.3229 0.7118
H 1.7305 -0.7007 -0.8067
H 0.9840 -1.6261 0.4731
H 1.6455 0.0140 0.8560
H -1.8396 -1.0363 -1.2298
H -0.6228 -1.9773 -0.9038
*
```

***

This record from OMol25 describes a 7-piece molecular cluster, C28H77N7O7 overall at a distorted geometry. The level of theory is ωB97M-V/def2-TZVPD.

LUMO (alpha / beta) ... -0.06818 / -0.28024 Eh
Orbital gap (alpha / beta) ... 8.81 / 3.04 eV
Relative energy (zero: lowest compared OMol25 entry of this formula, charge and spin) ... 10.2 kcal per mole
Maximum force ... 3.39 eV/A
<S²> ... 0.755
HOMO (alpha / beta) ... -10.67 / -10.67 eV

The geometry in ORCA input format:
```
! RIJCOSX wB97M-V def2-TZVPD def2/J DEFGRID3
* xyz 1 2
C -1.8350 -4.0616 5.7228
C -2.1940 -4.5958 4.3692
C -2.9772 -3.6274 3.3746
O -3.2747 -4.3714 2.2050
C -4.1814 -3.7626 1.3370
N -0.9660 -5.0024 3.7683
H -1.0937 -3.2738 5.5895
H -1.2495 -4.7616 6.3188
H -2.7676 -3.7344 6.1824
H -2.7663 -5.5133 4.5068
H -2.2623 -2.8184 3.2243
H -3.8271 -3.1418 3.8541
H -4.3945 -4.4007 0.4794
H -3.7453 -2.8320 0.9740
H -5.1155 -3.4095 1.7739
H -0.3231 -4.2241 3.7390
H -1.1375 -5.1798 2.7889
C 0.5218 0.4401 -9.1452
C -0.1362 0.6267 -7.7467
C 0.8185 1.0170 -6.6263
O 0.3729 0.4330 -5.4139
C -0.2976 1.2877 -4.4738
N -1.1348 1.7334 -8.0653
H 1.1167 1.3085 -9.4282
H 0.0168 0.0513 -10.0294
H 1.2865 -0.3203 -8.9863
H -0.6404 -0.3128 -7.5205
H 0.9539 2.0980 -6.6612
H 1.8490 0.6754 -6.7241
H -1.1468 1.8313 -4.8878
H 0.4584 2.0124 -4.1715
H -0.6859 0.6795 -3.6568
H -0.9264 2.4813 -7.4192
H -2.0419 1.4494 -7.7238
C 3.1698 4.1334 -0.2454
C 2.8553 3.8523 1.2368
C 3.6853 2.7072 1.9674
O 3.6592 1.4434 1.2511
C 4.3276 0.4544 2.0313
N 3.0265 5.0688 2.0209
H 4.1268 4.6474 -0.3341
H 2.3832 4.7678 -0.6538
H 3.3304 3.2171 -0.8136
H 1.7823 3.7053 1.3604
H 3.3111 2.6570 2.9899
H 4.7295 3.0005 2.0752
H 3.7036 0.3896 2.9227
H 5.3086 0.7182 2.4266
H 4.2917 -0.4953 1.4977
H 2.7250 5.8250 1.4231
H 2.3625 5.1100 2.7809
C 3.0648 -2.8219 4.4481
C 1.5760 -2.4531 4.6711
C 1.5694 -0.9490 4.9421
O 0.2481 -0.4943 5.2170
C 0.0742 0.9260 5.0928
N 0.8377 -2.6591 3.4240
H 3.5241 -2.3208 3.5960
H 3.1805 -3.8851 4.2376
H 3.7091 -2.6705 5.3141
H 1.1153 -2.9723 5.5117
H 1.9865 -0.4267 4.0811
H 2.1704 -0.7115 5.8199
H -0.9121 1.3059 5.3590
H 0.3520 1.2135 4.0787
H 0.7126 1.3853 5.8475
H 0.0550 -2.0547 3.6294
H 1.2082 -2.0934 2.6737
C 3.1264 -0.8895 -3.1587
C 2.2716 -2.1095 -3.4813
C 1.0442 -2.3067 -2.5890
O 1.4082 -2.7170 -1.2102
C 2.4261 -3.7390 -1.0792
N 1.7888 -2.0044 -4.8782
H 2.5911 0.0479 -3.3099
H 4.0176 -1.0108 -3.7744
H 3.3368 -0.8539 -2.0898
H 2.8852 -2.9989 -3.3380
H 0.3386 -3.0313 -2.9953
H 0.6434 -1.2933 -2.5660
H 2.2386 -4.5739 -1.7544
H 2.4337 -4.1765 -0.0809
H 3.4207 -3.3281 -1.2525
H 1.2638 -1.1453 -4.9578
H 2.5272 -1.8936 -5.5582
C 0.6349 1.0761 -0.3946
C 0.4354 0.0916 0.8608
C -0.8188 -0.7820 0.7904
O -1.9637 0.1180 0.8252
C -2.3891 0.4543 2.1300
N 1.5798 -0.7331 1.0145
H -0.1978 1.7795 -0.3966
H 0.4978 0.5621 -1.3459
H 1.6331 1.5115 -0.3472
H 0.4163 0.6452 1.7995
H -0.8280 -1.4912 1.6181
H -0.7609 -1.3118 -0.1604
H -2.1837 -0.2464 2.9393
H -3.4593 0.6275 2.0177
H -1.8890 1.3733 2.4355
H 1.6640 -1.1700 0.1078
H 2.3545 -0.1155 1.2105
C -3.9389 1.7327 -1.2421
C -4.7867 2.8620 -0.5686
C -4.4390 4.2657 -1.1434
O -3.0493 4.5930 -0.8139
C -2.8978 4.9942 0.5420
N -6.1815 2.6906 -0.7719
H -4.2467 0.7260 -0.9591
H -2.9012 1.7984 -0.9151
H -4.0640 1.6328 -2.3203
H -4.5941 2.8298 0.5038
H -5.2075 4.9727 -0.8311
H -4.4284 4.2572 -2.2333
H -1.9389 5.4938 0.6796
H -2.8956 4.1633 1.2475
H -3.5823 5.8125 0.7653
H -6.3322 2.7528 -1.7687
H -6.5272 1.7553 -0.6111
*
```

***

This record from OMol25 describes a 10-piece molecular cluster, C28H78N6O10 overall at a distorted geometry. The level of theory is ωB97M-V/def2-TZVPD.

LUMO ... 0.02069 Eh
Orbital gap ... 9.68 eV
Relative energy (zero: lowest compared OMol25 entry of this formula, charge and spin) ... 0.0 kcal per mole
SMILES ... COC[C@H](C)N.COC[C@H](C)N.NC(N)=O.NC(N)=O.CC(C)O.CC(C)O.CC(C)O.CC(C)O.CC(C)O.CC(C)O
Maximum force ... 3.28 eV/A
HOMO ... -9.12 eV

The geometry in ORCA input format:
```
! RIJCOSX wB97M-V def2-TZVPD def2/J DEFGRID3
* xyz 0 1
C -5.3489 4.1763 3.0071
O -4.6187 3.6452 1.9937
C -3.7793 2.5033 2.1839
C -3.1648 2.0897 0.8802
C -4.1868 1.8257 -0.2411
N -2.4424 0.7994 1.1150
H -5.8996 3.3781 3.5719
H -6.1069 4.8081 2.5769
H -4.7694 4.7386 3.7550
H -3.0270 2.7818 2.9133
H -4.3586 1.7401 2.6898
H -2.4216 2.8398 0.6244
H -4.9665 1.1437 0.2125
H -3.7274 1.4082 -1.1159
H -4.6390 2.7230 -0.6233
H -3.1497 0.0446 1.1848
H -2.0823 0.8935 2.0622
C 2.5561 2.0634 -3.4359
O 1.6794 2.7221 -2.4637
C 0.9511 3.8503 -2.9291
C -0.2827 3.4515 -3.7876
C -1.0014 4.6906 -4.2404
N -1.3056 2.7684 -2.9927
H 3.0530 1.3552 -2.7872
H 3.2859 2.7414 -3.9075
H 1.9705 1.5448 -4.1795
H 0.6357 4.4248 -2.0388
H 1.5548 4.4962 -3.5952
H 0.0869 2.7877 -4.5677
H -0.9975 5.4373 -3.4027
H -2.0656 4.4206 -4.4261
H -0.7129 5.2297 -5.1756
H -0.9387 1.8814 -2.6677
H -2.1671 2.6112 -3.5338
N 1.1090 -6.2533 1.0072
C 0.8727 -4.9090 0.6204
N 1.9641 -4.1221 0.3826
O -0.1814 -4.4720 0.2293
H 0.3005 -6.7871 0.8173
H 1.9445 -6.6933 0.5731
H 2.6965 -4.1934 1.0598
H 1.7693 -3.2371 -0.0043
N -0.2890 -1.4396 0.1600
C 0.5689 -0.7403 -0.5207
N 0.4995 0.6000 -0.4412
O 1.5067 -1.2821 -1.1331
H -1.1105 -0.9769 0.4378
H -0.3228 -2.4368 -0.0533
H 1.1119 1.2159 -0.9878
H -0.3608 1.0220 -0.1154
C 3.3841 -4.2641 -3.2371
C 3.3953 -3.4399 -4.5009
C 3.3452 -1.9884 -4.0707
O 4.6109 -3.7180 -5.2148
H 3.4040 -5.3109 -3.4183
H 2.4527 -4.0632 -2.6941
H 4.1902 -3.9229 -2.5760
H 2.6218 -3.7046 -5.1749
H 2.3538 -1.6931 -3.6932
H 3.6100 -1.2323 -4.8189
H 4.0217 -1.7040 -3.1929
H 5.3331 -3.1775 -4.9220
C -3.4488 -3.3537 1.7430
C -4.6940 -2.6729 2.3187
C -4.8200 -2.9394 3.8308
O -4.5898 -1.2816 1.9749
H -2.6417 -2.9763 2.2303
H -3.3928 -3.2778 0.7000
H -3.4288 -4.3883 2.0375
H -5.6178 -3.1201 1.8026
H -5.0872 -3.9863 4.0206
H -5.5717 -2.2929 4.2065
H -3.8935 -2.6806 4.3824
H -5.3144 -0.7314 2.3692
C 0.8104 -0.6715 3.0994
C -0.6401 -0.4495 3.5875
C -0.8856 -1.3380 4.7607
O -0.8587 0.9570 3.8707
H 0.9824 -1.6847 2.7313
H 1.4944 -0.4629 3.9281
H 1.0693 0.0256 2.2797
H -1.3420 -0.7924 2.7946
H -1.9521 -1.4330 4.9569
H -0.3232 -0.9387 5.5845
H -0.5735 -2.3533 4.5772
H 0.0201 1.3873 3.7943
C 3.9054 3.6648 3.6535
C 2.4545 3.8988 3.3837
C 2.0770 3.6880 1.9291
O 1.6103 3.0142 4.1662
H 4.3312 2.7108 3.3655
H 4.1524 3.9312 4.6952
H 4.4252 4.3873 2.9889
H 2.3143 4.9165 3.7661
H 2.4445 4.5727 1.3507
H 1.0105 3.5243 1.7700
H 2.6021 2.8178 1.5161
H 1.5284 3.3242 5.0819
C 4.0740 0.5260 0.7036
C 4.6930 -0.8572 0.3155
C 4.3450 -1.8744 1.4122
O 4.2103 -1.3441 -0.9188
H 2.9818 0.4339 0.7696
H 4.2695 1.1697 -0.1745
H 4.5718 0.9258 1.5727
H 5.7725 -0.7240 0.1567
H 4.7051 -1.6120 2.3882
H 4.6489 -2.9146 1.2170
H 3.2440 -1.8923 1.6204
H 3.2320 -1.4047 -0.9004
C -2.7942 -0.2500 -4.2680
C -1.7987 -1.1455 -3.5415
C -0.3582 -0.6607 -3.7557
O -2.0584 -1.1366 -2.1750
H -3.7367 -0.2057 -3.7336
H -3.0721 -0.5760 -5.2419
H -2.4736 0.7564 -4.3140
H -1.9768 -2.1436 -3.9092
H -0.2079 -0.8578 -4.8541
H 0.3430 -1.2259 -3.1560
H -0.2403 0.4038 -3.6006
H -2.9459 -1.4776 -2.0386
*
```

***

This record from OMol25 describes C28H78N7O8Ti as an isolated structure at a distorted geometry. The level of theory is ωB97M-V/def2-TZVPD.

LUMO (alpha / beta) ... 0.02064 / 0.01983 Eh
Orbital gap (alpha / beta) ... 4.20 / 9.08 eV
Relative energy (zero: lowest compared OMol25 entry of this formula, charge and spin) ... 72.1 kcal per mole
Maximum force ... 3.49 eV/A
<S²> ... 3.752
HOMO (alpha / beta) ... -3.64 / -8.54 eV

The geometry in ORCA input format:
```
! RIJCOSX wB97M-V def2-TZVPD def2/J DEFGRID3
* xyz 0 4
Ti 0.0679 -0.5797 0.7484
O 0.3037 -0.6950 -1.4910
H 0.7498 -0.8016 -2.3536
C -0.1794 -1.1564 4.4475
C 0.0373 -2.3954 3.5861
C -1.2889 -2.9456 2.9521
O -1.9690 -3.6948 3.9111
C -3.1604 -4.3385 3.3004
N 0.9654 -2.0148 2.5244
H 0.7520 -0.8287 4.9091
H -0.8214 -1.4844 5.2650
H -0.6470 -0.2631 4.0333
H 0.5412 -3.1906 4.1355
H -1.0287 -3.5170 2.0611
H -1.9201 -2.1409 2.5750
H -3.6406 -4.9632 4.0535
H -2.8949 -4.9008 2.4051
H -3.7955 -3.4931 3.0357
H 1.2105 -2.8169 1.9617
H 1.7470 -1.7906 3.1235
C 1.4471 2.4818 2.7597
C 2.3968 1.9903 1.6072
C 3.8625 2.1953 2.0176
O 4.0663 1.6731 3.3386
C 5.4216 1.4450 3.5501
N 1.9947 0.6376 1.4222
H 1.4972 1.8435 3.6419
H 0.4762 2.2935 2.3015
H 1.4045 3.5521 2.9612
H 2.2160 2.5682 0.7009
H 4.1756 3.2360 1.9338
H 4.4738 1.6021 1.3375
H 5.9583 0.7039 2.9579
H 5.4242 1.0026 4.5463
H 6.0168 2.3511 3.6632
H 2.3277 0.1537 2.2439
H 2.6190 0.3102 0.6989
C 1.9747 -4.7198 0.4889
C 1.7895 -3.4552 -0.3958
C 2.4439 -3.6033 -1.7881
O 3.7823 -3.3692 -1.8144
C 4.3750 -3.4697 -3.1029
N 0.3382 -3.2745 -0.4359
H 1.3397 -5.5628 0.2165
H 1.6725 -4.5859 1.5275
H 3.0094 -5.0433 0.6032
H 2.2864 -2.6354 0.1230
H 2.0090 -2.8658 -2.4627
H 2.0696 -4.5285 -2.2264
H 3.8992 -2.7454 -3.7642
H 4.3287 -4.5055 -3.4392
H 5.4145 -3.1424 -3.0858
H 0.2715 -2.3201 -0.7597
H 0.0045 -3.8292 -1.2111
C -2.3033 2.5917 2.4765
C -3.0919 1.4025 1.9837
C -4.5156 1.7174 1.3916
O -5.2308 2.3676 2.3798
C -6.4609 3.0313 2.0560
N -2.1926 0.5925 1.1476
H -1.7477 3.1126 1.6968
H -1.5894 2.4014 3.2780
H -3.0149 3.3074 2.8883
H -3.3144 0.7834 2.8528
H -5.0522 0.8448 1.0192
H -4.3828 2.3300 0.4999
H -6.9091 3.4972 2.9336
H -7.1487 2.3364 1.5741
H -6.4070 3.9301 1.4419
H -1.9726 1.1144 0.3114
H -2.7293 -0.1404 0.7063
C -1.9850 3.6721 -1.9061
C -0.8911 2.6166 -2.0180
C 0.3080 2.9547 -1.0791
O 0.8531 4.2533 -1.2840
C 1.3138 4.5566 -2.5755
N -1.4401 1.3706 -1.5440
H -2.7809 3.4744 -2.6241
H -1.5946 4.6649 -2.1299
H -2.4283 3.6768 -0.9103
H -0.5360 2.4567 -3.0361
H 1.1597 2.2793 -1.1598
H -0.0941 2.9888 -0.0665
H 1.6140 5.6005 -2.6666
H 0.6083 4.4055 -3.3926
H 2.1539 3.9233 -2.8605
H -1.8431 0.8702 -2.3233
H -0.6626 0.7578 -1.3437
C 5.0731 0.4141 -1.8318
C 3.6169 0.7899 -1.7291
C 2.8136 0.7939 -3.1335
O 3.3762 1.8762 -3.8519
C 2.8197 2.0610 -5.1512
N 3.0662 -0.3137 -0.9634
H 5.5033 0.3067 -0.8361
H 5.6769 1.1404 -2.3760
H 5.3732 -0.4722 -2.3908
H 3.5033 1.7277 -1.1853
H 1.7565 0.9512 -2.9192
H 3.0038 -0.1347 -3.6716
H 3.0755 1.2811 -5.8685
H 3.1107 3.0524 -5.4982
H 1.7374 1.9897 -5.0436
H 3.3146 -1.1473 -1.4767
H 2.0715 -0.2707 -1.1332
C -4.4812 -2.5970 0.3247
C -3.7441 -2.1688 -0.9472
C -4.3201 -0.9014 -1.5445
O -3.6175 -0.6231 -2.7889
C -4.0774 0.4718 -3.5242
N -2.3304 -1.9767 -0.4938
H -4.0030 -3.4657 0.7773
H -5.5605 -2.6654 0.1887
H -4.5032 -1.7560 1.0177
H -3.9032 -2.9396 -1.7013
H -4.2443 -0.0645 -0.8503
H -5.3243 -1.2489 -1.7873
H -4.1250 1.4021 -2.9581
H -5.0498 0.1612 -3.9065
H -3.4529 0.6508 -4.3994
H -1.7434 -1.5952 -1.2218
H -1.9188 -2.8446 -0.1817
*
```